Record 1
# C27H37CaClN5O10

C27H37CaClN5O10 as an isolated structure at a distorted geometry (ωB97M-V/def2-TZVPD, OMol25).

```
! wB97M-V def2-TZVPD RIJCOSX def2/J DEFGRID3
* xyz -1 1
O 0.95772 -0.71215 -4.14516
C -0.21891 -0.18547 -3.91975
C -0.20920 1.25706 -4.39410
C 0.11005 2.28511 -3.52202
H 0.29060 2.04758 -2.46926
C 0.21072 3.59002 -4.02414
H 0.39804 4.40723 -3.32739
C 0.05847 3.82119 -5.39302
H 0.14261 4.83341 -5.77909
C -0.24050 2.76317 -6.26742
H -0.39343 2.93413 -7.32954
C -0.36237 1.46804 -5.76360
H -0.53477 0.60446 -6.41446
H -0.87655 -0.72868 -4.62920
C -1.73520 -1.83110 -2.65397
C -1.18196 -0.45521 -2.49118
H -2.41590 -1.87850 -3.52229
H -2.30497 -2.18416 -1.77910
H -0.93796 -2.54867 -2.85616
C -1.85422 0.54703 -1.91055
C -3.35630 0.58181 -1.84295
H -1.36656 1.42792 -1.49147
H -3.79919 0.66763 -2.85051
H -3.69478 1.42003 -1.22688
H -3.77988 -0.32579 -1.39088
Ca -0.98643 -1.05375 0.39304
Cl -2.83676 0.73610 1.23318
C -2.47634 -1.50291 3.08002
O -1.96754 -2.28819 2.24821
N -1.83992 -0.93327 4.12111
C -0.74976 -1.63908 4.78145
C -2.31500 0.32239 4.68525
H -3.53162 -1.16793 2.98094
H -0.36274 -2.42127 4.11600
H -1.13305 -2.09449 5.71088
H 0.05074 -0.93178 5.04314
H -2.65716 0.95565 3.85340
H -1.48556 0.80217 5.21825
H -3.15486 0.14385 5.37357
H 4.43384 1.18431 -3.09253
H 4.36223 1.55901 -0.48500
C 3.34738 1.19228 -2.91365
C 3.34988 1.14054 -0.41862
N 3.03846 0.47514 -1.67849
H 2.81905 0.71006 -3.75147
C 2.35812 -0.68974 -1.69424
O 1.68590 -1.13444 -0.74614
H 3.28802 0.41795 0.40435
H 2.42712 -1.23866 -2.65212
H 3.02698 2.24096 -2.80871
H 2.65286 1.97548 -0.23935
H -0.15882 -6.65644 0.04007
H 2.03818 -6.30870 -1.56790
C -0.65120 -5.97611 -0.66697
C 1.33515 -5.69359 -2.14605
N 0.33295 -5.09441 -1.27413
H -1.39130 -5.36748 -0.14283
C 0.34294 -3.79531 -0.97663
O -0.48359 -3.25666 -0.19813
H 1.88908 -4.89265 -2.64529
H 1.12912 -3.21620 -1.49017
H -1.12652 -6.57162 -1.45504
H 0.84317 -6.32640 -2.89390
O 0.41862 -0.39367 2.02619
C 0.45139 0.84838 1.68330
O 0.25946 1.29192 0.52033
C 0.69208 1.76751 2.85616
C 0.09350 3.02564 2.96483
C 0.15432 3.71030 4.19834
C 0.87913 3.19936 5.28264
C 1.46810 1.93854 5.14716
C 1.42679 1.24828 3.92921
N 1.92714 1.19794 6.29977
O 2.08303 1.77529 7.39040
O 2.13138 -0.03069 6.13749
N -0.67344 4.87144 4.40961
O -1.38109 5.29041 3.47112
O -0.65445 5.40291 5.54058
H -0.45442 3.43668 2.11967
H 0.92557 3.73168 6.22605
H 1.90429 0.27723 3.84572
*
```

Computed properties:
- E_HOMO (eV) = -4.1160
- relative energy (zero: lowest compared OMol25 entry of this formula, charge and spin) (kcal per mole) = 0.0
- total energy (eV) = -87484.9613
- HOMO-LUMO gap (hartree) = 0.1803

***

Record 2
# C27H37N4

A 2-piece molecular cluster, C27H37N4 overall (ωB97M-V/def2-TZVPD, OMol25).

```
! wB97M-V def2-TZVPD RIJCOSX def2/J DEFGRID3
* xyz 1 1
C 0.31903 0.20336 6.37355
C -0.44057 1.48086 6.06413
N -0.37749 1.82036 4.64972
C -0.72426 3.20588 4.36622
C -0.30822 3.59383 2.95996
C -0.97179 2.65669 1.95004
C -0.87550 1.21403 2.35584
C -0.55869 0.85065 3.69863
C -0.35927 -0.52465 4.03272
C -0.34091 -1.46655 3.02871
C -0.54250 -1.11627 1.65878
C -0.31467 -2.08343 0.66096
C -0.41280 -1.88705 -0.73425
C -0.73184 -2.97598 -1.60115
C -0.97225 -2.79216 -2.94916
C -0.95070 -1.46762 -3.48204
N -1.21773 -1.25360 -4.80951
C -1.11674 -2.34766 -5.76641
C -1.76412 -3.61491 -5.23798
C -1.22677 -3.96669 -3.84620
C -1.00833 0.06277 -5.39651
C -1.48995 1.15518 -4.45922
C -0.76658 1.04845 -3.11582
C -0.63713 -0.36369 -2.63135
C -0.25622 -0.59685 -1.32655
C -0.98882 0.22241 1.40245
C -0.13064 -0.93579 5.45439
H 1.39155 0.39049 6.25394
H 0.14507 -0.06825 7.41889
H -1.50420 1.35831 6.33793
H -0.03899 2.32855 6.63310
H -1.81818 3.31648 4.48107
H -0.23732 3.83623 5.12175
H -0.59435 4.63175 2.77409
H 0.78302 3.53216 2.87637
H -2.01678 2.97450 1.79730
H -0.48589 2.77647 0.97144
H -0.20588 -2.51864 3.28178
H -0.13247 -3.10823 1.01098
H -0.85831 -3.96609 -1.15924
H -1.58585 -2.02337 -6.70396
H -0.04560 -2.53230 -5.96886
H -2.84867 -3.47240 -5.20267
H -1.56102 -4.43307 -5.93602
H -0.28156 -4.51664 -3.98394
H -1.90910 -4.67031 -3.34996
H 0.07255 0.18035 -5.59758
H -1.54006 0.09172 -6.35668
H -1.31356 2.12986 -4.91987
H -2.56979 1.04898 -4.30882
H 0.22217 1.53294 -3.19583
H -1.31654 1.63173 -2.36299
H 0.10308 0.23518 -0.72141
H -1.47685 0.45596 0.45779
H 0.60998 -1.74537 5.47828
H -1.05853 -1.36298 5.86813
C 3.83624 0.92359 0.89080
N 2.97271 0.75334 -0.28422
C 3.79107 0.28298 -1.41329
N 2.53045 2.06884 -0.63586
H 4.31748 -0.03129 1.11604
H 4.60754 1.68783 0.69394
H 3.24805 1.23531 1.75664
H 4.27899 -0.65281 -1.12834
H 3.16757 0.10104 -2.29130
H 4.55720 1.03170 -1.67315
H 1.94554 2.00415 -1.46864
H 1.98474 2.43971 0.14238
*
```

Computed properties:
- E_HOMO (eV) = -9.9790
- relative energy (zero: lowest compared OMol25 entry of this formula, charge and spin) (kcal per mole) = 0.0
- total energy (eV) = -34553.7922
- HOMO-LUMO gap (hartree) = 0.2127

***

Record 3
# C27H37N4O3SiV

C27H37N4O3SiV as an isolated structure at a distorted geometry (ωB97M-V/def2-TZVPD, OMol25).

```
! wB97M-V def2-TZVPD RIJCOSX def2/J DEFGRID3
* xyz 1 4
V -0.24593 1.16778 0.80286
C 4.38993 -3.33575 1.98840
C 3.63394 -2.12299 1.51469
C 3.51824 -1.84949 0.14870
C 2.86363 -0.70902 -0.33870
C 2.73567 -0.35458 -1.71078
N 2.67927 -1.27796 -2.72843
C 1.89894 -2.50277 -2.64189
C 0.53171 -2.37201 -1.94063
C -0.22413 -1.07309 -2.21023
N -1.68576 -1.31864 -2.10359
C -2.64583 -0.50267 -2.32616
C -2.45143 0.93964 -2.51571
C -2.80473 1.62330 -3.67408
C -2.57946 2.98968 -3.79538
C -2.91333 3.73328 -5.05918
C -2.00715 3.64757 -2.70903
C -1.67183 3.00151 -1.52328
C -1.08377 3.76070 -0.41794
N -0.49229 3.21845 0.57414
C -0.01078 4.03433 1.69999
C -0.63456 3.54027 3.01117
C 0.02300 2.31364 3.67113
N 0.55737 1.37989 2.67089
C 1.58253 0.65576 2.94675
C 2.29886 -0.15127 1.97771
C 3.05036 -1.25504 2.42291
C 2.22918 0.12205 0.61190
O 1.47326 1.13231 0.14188
C -1.95753 1.62365 -1.38679
O -1.85714 0.96683 -0.25590
H 4.77004 -3.91860 1.15052
H 5.24280 -3.05417 2.60766
H 3.75087 -3.98824 2.58601
H 4.00073 -2.51813 -0.55544
H 2.65141 0.68483 -1.99330
H 2.76924 -0.90135 -3.65531
H 1.75454 -2.84641 -3.66691
H 2.45251 -3.29275 -2.12965
H -0.06335 -3.23274 -2.26495
H 0.65265 -2.45885 -0.86100
H 0.04687 -0.34483 -1.45166
H -0.05663 -0.64568 -3.19984
H -1.94272 -2.25907 -1.82093
H -3.64100 -0.93991 -2.31475
H -3.23970 1.08268 -4.50788
H -3.61364 3.17008 -5.67462
H -3.36837 4.69869 -4.83875
H -2.02047 3.91832 -5.65871
H -1.81743 4.71393 -2.78723
H -1.14475 4.85012 -0.47679
H 1.07757 3.94310 1.72768
H -0.26433 5.08293 1.52991
H -0.60341 4.35636 3.73431
H -1.69430 3.34373 2.82793
H 0.83232 2.62679 4.33312
H -0.71849 1.79243 4.27980
H 1.95541 0.65264 3.97388
H 3.12808 -1.44897 3.48726
C -1.33680 -1.62468 3.60612
Si -1.10642 -2.02264 1.79175
C -2.81337 -2.35804 1.06090
C -0.09977 -3.59453 1.65367
O -0.39011 -0.78128 1.04020
H -1.68877 -2.49299 4.16867
H -2.06835 -0.82356 3.74971
H -0.39496 -1.30250 4.05990
H -3.47059 -2.85083 1.78202
H -2.77932 -3.02605 0.19177
H -3.29247 -1.42059 0.76399
H -0.36767 -4.29037 2.45342
H 0.96981 -3.38258 1.74272
H -0.25789 -4.12165 0.70941
*
```

Computed properties:
- <S²> = 3.799
- E_HOMO (spin up / spin down) (eV) = -8.4541 / -10.5721
- total energy (eV) = -74265.7810
- HOMO-LUMO gap (spin up / spin down) (hartree) = 0.1864 / 0.2643

***

Record 4
# C27H38AsF6N9NiS

C27H38AsF6N9NiS as an isolated structure (ωB97M-V/def2-TZVPD, OMol25).

```
! wB97M-V def2-TZVPD RIJCOSX def2/J DEFGRID3
* xyz 1 2
Ni -0.46309 -0.86434 -0.41329
N 0.86669 -1.86507 0.63310
C 1.64622 -2.91151 -0.08385
C 1.91173 -2.50410 -1.52023
C 2.79259 -1.24598 -1.62315
C 1.99201 -0.01658 -2.02056
N 0.94959 0.31551 -1.02069
H 1.48775 -1.12872 0.96316
H 0.49833 -2.24006 1.49651
H 1.07748 -3.84197 -0.05404
H 2.58050 -3.07621 0.45517
H 0.94343 -2.30119 -1.99051
H 2.34790 -3.34463 -2.05992
H 3.58503 -1.39462 -2.35569
H 3.29495 -1.04616 -0.66967
H 1.49650 -0.18371 -2.97777
H 2.64451 0.85088 -2.12907
H 0.44726 1.15113 -1.33553
H 1.38266 0.62591 -0.14778
C -2.57043 -2.83041 -0.75110
N -2.00020 -1.88667 0.27170
C -3.09895 -0.88839 0.62296
N -4.29696 -1.54544 1.08057
C -4.77633 -2.45106 0.03584
N -3.77449 -3.47672 -0.28519
C -3.47376 -4.22241 0.94096
N -2.96813 -3.33966 1.99306
C -1.76786 -2.69313 1.52620
C -3.98334 -2.32066 2.28167
H -1.81111 -3.58538 -0.97122
H -2.78246 -2.26272 -1.65483
H -3.32091 -0.31778 -0.27317
H -2.71378 -0.22612 1.39452
H -5.00076 -1.87392 -0.86357
H -5.68567 -2.94461 0.37677
H -2.72771 -4.98857 0.72142
H -4.38292 -4.70847 1.29192
H -1.03253 -3.46823 1.29779
H -1.38720 -2.01984 2.29449
H -3.61394 -1.64971 3.05791
H -4.88633 -2.81605 2.63594
F -0.52529 0.61640 1.32380
As 0.19348 0.98115 2.91315
F 1.72245 0.90359 2.06666
F 0.94770 1.29825 4.40320
F 0.06160 2.67135 2.56869
F -1.39283 0.95369 3.57507
F 0.31466 -0.74305 3.17951
S -0.62775 3.07465 -0.92635
C 0.22558 4.46527 -0.54434
N 0.38991 4.74712 0.78955
C 0.99812 5.85533 1.24898
C 1.49934 6.74875 0.35758
C 1.36773 6.40225 -1.00044
N 0.77020 5.32095 -1.44487
H 0.05259 4.03462 1.43166
H 1.06019 5.96492 2.32259
H 1.98814 7.65582 0.67515
H 1.78841 7.05221 -1.76165
N -1.48105 -0.23103 -1.81996
C -1.95158 0.37279 -2.81021
C -3.24997 1.10389 -2.75501
C -4.13030 0.96753 -3.82667
C -5.35767 1.60865 -3.78845
C -5.69301 2.40097 -2.69750
C -4.80783 2.54615 -1.63749
C -3.58631 1.89267 -1.65759
C -1.17758 0.31359 -4.08770
C -0.64348 -0.89621 -4.52314
C 0.08537 -0.93906 -5.70189
C 0.29354 0.22645 -6.42754
C -0.22870 1.43425 -5.98105
C -0.97598 1.48256 -4.81471
H -3.85999 0.35675 -4.67923
H -6.04855 1.49630 -4.61347
H -6.64623 2.91293 -2.67777
H -5.06445 3.17522 -0.79548
H -2.88716 2.01999 -0.84078
H -0.82087 -1.79951 -3.95108
H 0.48572 -1.87977 -6.05633
H 0.85862 0.19279 -7.34992
H -0.05682 2.34126 -6.54492
H -1.38427 2.41961 -4.45701
*
```

Computed properties:
- <S²> = 0.764
- E_HOMO (spin up / spin down) (eV) = -10.6496 / -10.6486
- total energy (eV) = -171047.2739
- HOMO-LUMO gap (spin up / spin down) (hartree) = 0.2805 / 0.2344

***

Record 5
# C27H38BBrN7O6S2Y

C27H38BBrN7O6S2Y as an isolated structure (ωB97M-V/def2-TZVPD, OMol25).

```
! wB97M-V def2-TZVPD RIJCOSX def2/J DEFGRID3
* xyz 0 1
Y -0.22985 0.02585 0.20787
C 1.94201 3.58907 -1.81986
N 2.96580 2.60417 -1.52988
C 4.25726 2.87272 -1.13130
C 4.83491 1.67569 -0.89075
N 3.91002 0.68279 -1.13314
B 4.23770 -0.80820 -0.73291
N 3.48232 -1.80875 -1.63006
C 3.94970 -2.16778 -2.87687
C 3.10967 -3.07960 -3.40011
N 2.11619 -3.27811 -2.46020
C 1.01709 -4.20421 -2.61700
C 2.34128 -2.48077 -1.38696
S 1.35036 -2.44020 0.01702
C 2.77259 1.26503 -1.53971
S 1.32317 0.54291 -2.12999
H 2.38040 4.57774 -1.70878
H 1.10999 3.47678 -1.12411
H 1.58068 3.46166 -2.83957
H 4.63568 3.87570 -1.04981
H 5.82838 1.43613 -0.55686
H 5.42056 -0.94778 -0.92000
H 3.95337 -0.99196 0.42493
H 4.85789 -1.74726 -3.26946
H 3.12822 -3.61401 -4.33283
H 1.35263 -5.04386 -3.22239
H 0.17273 -3.72204 -3.11037
H 0.70674 -4.55577 -1.63649
C 3.14803 2.29383 2.16971
C 1.94704 1.37894 2.33965
C 2.01511 0.61172 3.64955
O 1.87268 0.46213 1.22735
C 0.65617 2.22045 2.26155
O 0.46119 3.06947 3.10884
O -0.11416 1.95300 1.25502
H 4.07079 1.70856 2.15650
H 3.18364 3.00256 2.99572
H 3.07723 2.85037 1.23499
H 2.96087 0.06667 3.71489
H 1.19218 -0.09771 3.72129
H 1.95589 1.31684 4.47731
H 2.54072 -0.23994 1.27337
C -2.40324 -3.06031 0.31056
C -2.14366 -2.74045 -1.13857
O -1.72818 -1.37459 -1.32039
C -1.77951 -1.00336 -2.70685
C -3.17260 -0.59538 -3.14228
H -2.72984 -4.09946 0.37923
H -3.18342 -2.42114 0.71982
H -1.49677 -2.95955 0.90775
H -3.05130 -2.89954 -1.72551
H -1.35935 -3.38609 -1.53769
H -1.40892 -1.84065 -3.30785
H -1.07626 -0.18517 -2.84507
H -3.87453 -1.42697 -3.08191
H -3.14480 -0.25596 -4.17946
H -3.55023 0.21732 -2.52292
Br -6.22455 -0.55290 5.15698
C -4.39912 -1.02860 4.96659
C -3.75862 -1.68879 6.00345
C -2.42365 -2.03958 5.86044
C -1.74068 -1.73338 4.69382
C -2.39851 -1.06933 3.66657
C -3.73509 -0.71166 3.79719
C -1.67264 -0.74415 2.40284
O -2.27829 -0.16232 1.46208
O -0.45817 -1.07644 2.27941
H -4.29860 -1.92431 6.91011
H -1.91886 -2.55463 6.66704
H -0.70153 -2.00292 4.56337
H -4.23081 -0.19445 2.98822
N -2.22929 3.93658 -3.85011
C -2.47382 3.32759 -2.64019
C -1.59791 2.35411 -2.13591
N -1.85003 1.71626 -1.00383
C -2.96874 2.05218 -0.34601
C -3.81601 3.01619 -0.85413
N -3.58650 3.65720 -1.99862
H -1.28022 3.95503 -4.18109
H -2.75969 4.77766 -4.01002
H -0.68692 2.09460 -2.66270
H -3.16658 1.54911 0.58703
H -4.71745 3.28543 -0.31760
*
```

Computed properties:
- E_HOMO (eV) = -7.9525
- relative energy (zero: lowest compared OMol25 entry of this formula, charge and spin) (kcal per mole) = 0.1
- total energy (eV) = -144773.9775
- HOMO-LUMO gap (hartree) = 0.3004

***

Record 6
# C27H38BIrN3O4SSi

C27H38BIrN3O4SSi as an isolated structure at a distorted geometry (ωB97M-V/def2-TZVPD, OMol25).

```
! wB97M-V def2-TZVPD RIJCOSX def2/J DEFGRID3
* xyz 2 6
Ir -0.24930 1.12000 -0.03465
C 2.84490 -0.19060 -1.77255
Si 2.12230 0.83660 -0.30465
C 3.17660 2.74820 -0.51495
C 2.79600 3.59680 0.66845
C 4.65670 2.51330 -0.63135
C 2.57450 3.24960 -1.80665
C 2.82470 -0.06320 1.41295
C 2.49340 -1.53360 1.19575
C 4.31700 0.07730 1.64125
C 2.01790 0.50330 2.57045
H 3.93090 -0.17880 -1.78735
H 2.50150 0.16730 -2.73845
H 2.54210 -1.23050 -1.70165
H 3.22050 3.22590 1.59615
H 1.71790 3.67470 0.77545
H 3.19090 4.60410 0.52705
H 5.11800 2.25680 0.31655
H 5.12850 3.43730 -0.97405
H 4.88480 1.74830 -1.36835
H 1.49160 3.32600 -1.74365
H 2.84080 2.61650 -2.64585
H 2.96600 4.24640 -2.02025
H 3.11390 -1.97720 0.42215
H 1.44770 -1.67930 0.94205
H 2.69560 -2.07190 2.12085
H 4.88350 -0.14170 0.73905
H 4.62890 -0.64950 2.39325
H 4.58640 1.06120 2.01315
H 0.94150 0.43270 2.38865
H 2.25960 1.54700 2.74395
H 2.23880 -0.04310 3.48645
O -3.05710 0.03960 -0.17185
B -2.30220 1.12690 -0.60355
O -3.15610 2.15330 -0.98665
C -4.42320 1.70110 -0.78695
C -5.63280 2.33630 -0.98485
C -6.77070 1.62960 -0.63175
C -6.70260 0.34370 -0.09705
C -5.49350 -0.30370 0.08975
C -4.35910 0.39640 -0.27045
H -5.68160 3.33380 -1.38775
H -7.73680 2.08780 -0.76345
H -7.61500 -0.15440 0.18545
H -5.43240 -1.29380 0.51005
N -1.41380 5.96160 -0.56905
C -1.56250 5.29500 0.73825
C -0.92160 3.89690 0.51945
O -0.83760 3.06040 1.41455
O -0.52710 3.72840 -0.66605
H -0.77780 6.75800 -0.55525
H -2.28960 6.24070 -1.01215
H -0.95190 5.06880 -1.09695
H -2.60600 5.15490 1.01505
H -1.05640 5.83090 1.53975
S -2.67620 -5.47050 -0.27425
C -1.91970 -3.86780 -0.09825
C -1.05870 -3.37700 -1.07725
C -0.51750 -2.11960 -0.90805
N -0.72140 -1.37820 0.18195
C -1.53290 -1.85780 1.12215
C -2.16910 -3.08460 1.02145
C -1.10420 -6.34740 -0.34065
C -0.55940 -6.76560 -1.54285
C 0.66560 -7.42350 -1.48925
N 1.28930 -7.64330 -0.35525
C 0.77660 -7.25050 0.78765
C -0.43930 -6.58040 0.85425
H -0.82830 -3.94540 -1.96375
H 0.11400 -1.68290 -1.66885
H -1.66710 -1.24580 2.00195
H -2.82780 -3.44130 1.79775
H -1.06460 -6.60150 -2.48245
H 1.15240 -7.78760 -2.38155
H 1.34510 -7.48280 1.67645
H -0.85320 -6.26840 1.80095
*
```

Computed properties:
- <S²> = 8.767
- E_HOMO (spin up / spin down) (eV) = -13.1962 / -13.1435
- relative energy (zero: lowest compared OMol25 entry of this formula, charge and spin) (kcal per mole) = 51.2
- total energy (eV) = -63486.8440
- HOMO-LUMO gap (spin up / spin down) (hartree) = 0.3003 / 0.1474